i:
19
Properties=species:S:1:pos:R:3:nbo_charge:R:1 method="wB97M-V/def2-TZVPD" charge=-1 e_lumo_ev=2.608 homo_lumo_gap_ev=4.99
C 0.983 0.660 -0.257 -0.42
C -0.274 1.184 -0.977 -0.52
S -1.385 2.296 0.023 -0.75
C 2.264 0.862 -1.130 -0.20
N 3.500 0.682 -0.359 -0.88
H 0.911 -0.438 -0.231 0.17
H 1.180 1.081 0.723 0.21
H -0.782 0.317 -1.392 0.18
H 0.038 1.900 -1.740 0.18
H 2.224 1.911 -1.427 0.18
H 2.293 0.154 -1.951 0.17
H 3.789 1.511 0.118 0.36
H 3.661 -0.164 0.125 0.35
H -4.303 -0.248 -0.374 0.44
H -3.661 0.939 0.317 0.50
O -3.866 0.021 0.470 -0.96
H 1.450 -6.854 1.607 0.47
H -0.083 -6.547 1.405 0.47
O 0.633 -6.542 2.054 -0.94

ii:
19
Properties=species:S:1:pos:R:3:nbo_charge:R:1 method="wB97M-V/def2-TZVPD" charge=-1 e_lumo_ev=3.032 homo_lumo_gap_ev=5.55
C -0.438 2.189 0.999 -0.39
N -0.156 0.998 0.208 -0.68
C -0.017 -0.260 1.025 -0.23
C -0.728 -1.348 0.214 -0.57
S -2.448 -0.979 -0.281 -0.71
H -0.528 3.051 0.330 0.19
H 0.389 2.330 1.761 0.13
H -1.300 2.153 1.651 0.16
H -0.870 0.884 -0.521 0.39
H 1.045 -0.425 1.191 0.16
H -0.467 0.076 2.000 0.16
H -0.919 -2.089 1.040 0.19
H -0.241 -1.961 -0.520 0.19
H 3.005 0.304 2.967 0.48
H 1.753 1.308 2.672 0.49
O 2.585 1.159 3.131 -0.97
H 1.990 -1.319 -4.079 0.48
H 3.249 -1.293 -4.898 0.46
O 2.383 -0.870 -4.839 -0.93

Least stable structure: ii

i:
8
Properties=species:S:1:pos:R:3:nbo_charge:R:1 method="wB97M-V/def2-TZVPD" e_lumo_ev="-1.157 / -1.158" homo_lumo_gap_ev="8.42 / 8.42"
C 0.683 0.447 0.922 0.16
N 0.618 -0.930 0.756 -0.41
N -0.399 -1.421 0.041 0.05
N -0.712 -0.664 -0.956 -0.23
C -0.383 0.635 -0.950 0.24
N -0.033 1.281 0.170 -0.45
H 0.759 -0.529 1.895 0.44
H -0.533 1.182 -1.877 0.20

ii:
8
Properties=species:S:1:pos:R:3:nbo_charge:R:1 method="wB97M-V/def2-TZVPD" smiles=C#N.C#N.N#N e_lumo_ev=0.928 homo_lumo_gap_ev=11.97
C -1.686 -0.179 -0.447 0.11
N -1.522 0.957 -0.552 -0.37
H -2.094 -1.155 -0.433 0.24
C 1.160 -0.918 0.433 0.13
N 0.106 -1.309 0.191 -0.37
H 2.176 -0.815 0.700 0.24
N 0.522 2.045 -0.103 0.08
N 1.338 1.375 0.211 -0.08

Least stable structure: i

i:
8
Properties=species:S:1:pos:R:3:nbo_charge:R:1 method="wB97M-V/def2-TZVPD" e_lumo_ev=-0.589 homo_lumo_gap_ev=8.26
C -1.488 0.046 0.275 0.15
C -0.223 0.383 -0.291 0.28
N -2.139 -0.809 0.708 -0.18
N 0.392 -1.613 0.897 -0.14
N 0.026 1.488 -0.787 -0.55
N 0.779 -0.695 0.259 -0.28
H 0.876 1.638 -1.367 0.37
H 1.777 -0.437 0.306 0.35

ii:
8
Properties=species:S:1:pos:R:3:nbo_charge:R:1 method="wB97M-V/def2-TZVPD" smiles=C#N.C#N.N#N e_lumo_ev=1.003 homo_lumo_gap_ev=13.30
C -2.028 0.013 -0.533 0.08
N -2.129 1.155 -0.666 -0.33
H -1.898 -1.043 -0.400 0.25
C 1.434 -1.285 0.549 0.11
N 0.380 -1.655 0.262 -0.35
H 2.413 -0.941 0.816 0.24
N 0.621 2.364 -0.251 0.04
N 1.339 1.655 0.191 -0.04

Least stable structure: i

i:
8
Properties=species:S:1:pos:R:3:nbo_charge:R:1 method="wB97M-V/def2-TZVPD" smiles=C#N.C#N.N#N e_lumo_ev=0.848 homo_lumo_gap_ev=13.05
C -2.039 0.124 -0.550 0.07
N -2.566 1.132 -0.749 -0.33
H -1.496 -0.782 -0.354 0.25
C 1.537 -1.456 0.584 0.13
N 0.451 -1.538 0.213 -0.36
H 2.549 -1.379 0.930 0.24
N 0.460 2.342 -0.321 0.03
N 1.163 1.691 0.224 -0.03

ii:
8
Properties=species:S:1:pos:R:3:nbo_charge:R:1 method="wB97M-V/def2-TZVPD" e_lumo_ev="-0.620 / -0.543" homo_lumo_gap_ev="8.21 / 9.11"
C 0.390 0.786 -0.054 0.07
N -0.700 1.119 -0.634 -0.25
N -1.717 0.169 -0.450 0.00
N -1.625 -0.986 -0.564 0.09
N 0.384 -1.453 -0.143 -0.24
C 0.727 -0.507 0.607 -0.10
H 1.223 1.438 -0.302 0.22
H 1.317 -0.566 1.539 0.21

Least stable structure: ii

i:
13
Properties=species:S:1:pos:R:3:nbo_charge:R:1 method="wB97M-V/def2-TZVPD" smiles="C=CN.C=N" e_lumo_ev=1.087 homo_lumo_gap_ev=10.05
C -2.401 -0.225 0.751 -0.47
C -1.413 -0.628 -0.038 0.00
N -1.321 -0.317 -1.427 -0.84
H -3.184 0.423 0.374 0.19
H -2.503 -0.682 1.726 0.21
H -0.594 -1.204 0.377 0.19
H -2.252 -0.066 -1.740 0.36
H -0.692 0.459 -1.593 0.36
C 2.691 0.414 -0.050 -0.04
N 2.756 0.273 1.202 -0.60
H 3.538 0.465 -0.737 0.15
H 1.699 0.631 -0.447 0.15
H 3.675 0.457 1.602 0.34

ii:
13
Properties=species:S:1:pos:R:3:nbo_charge:R:1 method="wB97M-V/def2-TZVPD" smiles="[H]/N=C/NCC" e_lumo_ev=1.039 homo_lumo_gap_ev=9.64
H 2.525 -2.216 -0.527 0.34
N 2.315 -1.255 -0.793 -0.76
C 1.036 -1.078 -0.717 0.29
N 0.477 0.140 -0.626 -0.61
C -0.901 0.303 -0.197 -0.21
C -1.018 1.081 1.091 -0.61
H 0.344 -1.864 -1.026 0.15
H 1.153 0.869 -0.425 0.40
H -1.397 -0.667 -0.108 0.20
H -1.442 0.908 -0.950 0.18
H -0.450 2.011 0.981 0.20
H -0.589 0.521 1.931 0.21
H -2.054 1.248 1.366 0.22

Least stable structure: i

i:
13
Properties=species:S:1:pos:R:3:nbo_charge:R:1 method="wB97M-V/def2-TZVPD" e_lumo_ev="0.776 / 0.750" homo_lumo_gap_ev="8.30 / 8.58"
C -0.509 0.577 0.333 -0.03
C -0.400 -1.903 -0.010 -0.59
C -0.150 -0.512 -0.601 -0.47
N 0.313 1.762 0.489 -0.27
N 1.476 2.588 0.206 -0.58
H -1.418 0.626 0.892 0.20
H -0.147 -2.664 -0.742 0.21
H -1.445 -2.032 0.263 0.20
H 0.210 -2.056 0.877 0.21
H -0.737 -0.419 -1.525 0.22
H 0.903 -0.416 -0.874 0.22
H -0.161 2.355 1.165 0.39
H 2.063 2.095 -0.472 0.30

ii:
13
Properties=species:S:1:pos:R:3:nbo_charge:R:1 method="wB97M-V/def2-TZVPD" smiles=CCN1CN1 e_lumo_ev=1.305 homo_lumo_gap_ev=11.39
C -1.704 0.555 0.103 -0.62
C -0.665 -0.477 -0.316 -0.23
N 0.494 -0.507 0.617 -0.26
C 1.706 -0.493 -0.048 -0.09
N 1.360 0.821 0.256 -0.50
H -2.543 0.295 -0.497 0.21
H -1.862 0.448 1.222 0.22
H -1.190 1.471 -0.241 0.22
H -1.013 -1.463 -0.276 0.19
H -0.378 -0.251 -1.294 0.17
H 1.710 -0.614 -1.101 0.17
H 2.484 -0.948 0.471 0.17
H 1.600 1.163 1.103 0.34

Least stable structure: i